Entry 1:
31
Properties=species:S:1:pos:R:3:forces:R:3:lowdin_spin:R:1 method="wB97M-V/def2-TZVPD" total_charge=+3 fmax_ev_per_a=8.69 s2=6.025 e_homo_ev="-19.73 / -19.44" homo_lumo_gap_ev="5.8 / 4.0" multiplicity=5 e_tot_ev=-56055.416
I 2.03999 -3.66249 -1.43678 1.629 -0.684 -0.292 1.50
I -0.70786 -2.91913 -0.68970 -1.301 1.005 0.107 0.55
Os -0.04196 -0.41121 -0.31783 5.170 -1.712 2.790 1.19
P 0.06720 0.37168 -2.41978 -0.790 2.094 -4.953 0.09
C -1.54463 0.68572 -3.25495 -0.352 -0.423 0.691 0.02
C 0.86919 2.00542 -2.66674 0.360 -0.084 1.166 0.01
H 1.92573 -0.95273 -3.15708 0.056 0.203 -0.338 0.00
H 0.88502 -0.45725 -4.57227 0.006 0.137 0.377 0.01
H 0.41036 -1.77245 -3.44926 -0.098 0.138 -0.260 0.00
C 0.90832 -0.80243 -3.52829 0.219 -0.575 0.637 0.05
H 1.84661 1.98935 -2.16872 -0.086 0.138 -0.323 0.00
H 0.97399 2.23560 -3.73962 -0.174 -0.360 0.305 0.00
H -1.38116 0.96672 -4.30986 0.112 -0.116 0.466 0.00
H -2.07820 1.49425 -2.73166 0.195 -0.136 -0.244 0.00
H 0.26184 2.78218 -2.18140 0.088 -0.147 -0.201 0.00
H -2.17386 -0.21413 -3.20154 0.109 0.204 -0.220 0.00
C -1.85994 -0.15262 -0.25865 -8.599 1.157 0.552 0.02
O -3.02002 0.00092 -0.17502 5.192 -0.570 -0.408 0.05
Cl 2.29057 -0.07987 -0.22710 -1.303 -0.385 -0.258 0.26
N -0.01148 0.03636 7.16230 -0.002 -0.062 -2.827 0.04
C -0.00628 0.01158 5.98796 -0.003 0.141 2.248 0.00
C 0.02060 -0.03161 4.54741 0.013 -0.309 0.843 0.03
C 0.03908 -1.27101 3.90271 0.051 -0.533 -0.813 0.01
C 0.05200 -1.31173 2.51860 -0.302 -0.780 1.091 0.02
N 0.00385 -0.19766 1.79218 -0.052 0.635 -0.561 0.11
C 0.04434 0.99942 2.40026 -0.302 0.797 0.604 0.01
C 0.03979 1.13339 3.78499 -0.020 0.103 -0.904 0.01
H 0.01707 -2.21687 4.43030 0.094 0.173 0.202 0.00
H 0.05743 -2.23992 1.95987 0.014 -0.014 0.455 0.01
H 0.05198 1.86813 1.74841 -0.024 0.027 0.179 0.00
H 0.02044 2.11237 4.25127 0.100 -0.062 -0.112 0.00

***

Entry 2:
27
Properties=species:S:1:pos:R:3:forces:R:3:lowdin_spin:R:1 method="wB97M-V/def2-TZVPD" fmax_ev_per_a=2.87 s2=6.069 e_homo_ev="-5.28 / -7.72" homo_lumo_gap_ev="5.7 / 6.2" multiplicity=5 e_tot_ev=-69816.679
C -0.34124 -1.17906 -2.98274 2.018 -0.976 -1.219 0.26
C 0.71251 -1.90261 -3.60404 -1.123 1.247 0.449 0.04
C 0.53031 -3.29428 -3.30905 -0.191 0.662 0.314 0.37
C -0.61805 -3.42795 -2.46181 -1.008 1.409 0.309 0.04
C -1.18636 -2.13931 -2.28350 0.765 -2.326 -0.011 0.26
Co -0.59976 0.57224 0.55341 -0.452 0.183 -0.113 1.94
P -1.73160 2.09706 -0.39506 -0.929 0.976 -0.410 0.03
H -0.46608 -0.09724 -2.99417 0.006 -0.358 -0.037 0.01
H 1.52487 -1.47681 -4.20162 -0.453 -0.206 0.313 0.00
H 1.17769 -4.10270 -3.65588 -0.286 0.299 0.176 0.02
H -2.07989 -1.90126 -1.71058 0.279 -0.107 -0.117 0.01
H -0.96658 -4.36206 -2.02489 -0.006 0.362 -0.192 0.00
H -3.12896 1.91100 -0.62285 0.418 0.250 -0.083 0.00
H -1.30642 2.36102 -1.73596 -0.286 -0.003 0.428 0.01
H -1.76293 3.44469 0.07980 -0.063 -0.434 -0.251 0.00
S 0.82630 -1.05906 0.48043 0.895 -1.745 -0.650 0.12
C 0.89418 0.03843 1.78868 -0.768 0.609 0.961 0.13
N 1.36737 1.33690 1.41072 0.692 -0.962 -1.645 0.19
C 1.52226 2.32971 2.33112 -0.586 1.473 2.391 0.21
C 0.90419 2.21105 3.56424 0.771 0.350 -0.923 0.01
C 0.20710 1.03227 3.88881 -0.602 0.676 1.349 0.29
C 0.12620 -0.01257 2.97241 1.186 -0.515 -1.314 0.03
H 1.96572 1.39860 0.58081 -0.324 -0.533 0.627 0.01
H 2.06538 3.21070 1.99954 -0.120 -0.181 0.181 0.01
H 0.97275 3.03130 4.27781 0.060 -0.242 -0.207 -0.01
H -0.27624 0.94736 4.86782 0.165 0.022 -0.462 0.02
H -0.33272 -0.96741 3.18655 -0.059 0.069 0.136 0.00

***

Entry 3:
28
Properties=species:S:1:pos:R:3:forces:R:3:lowdin_charge:R:1 method="wB97M-V/def2-TZVPD" total_charge=+1 relative_energy_kj_mol=0.0 fmax_ev_per_a=2.69 e_homo_ev=-13.33 homo_lumo_gap_ev=7.8 e_tot_ev=-22263.273
C 2.99762 0.24074 -1.54115 0.853 -0.418 0.101 0.00
O 1.62617 0.62251 -1.36681 -1.498 -0.960 -0.142 -0.07
C 0.73441 -0.30504 -1.12519 0.629 0.730 -1.053 -0.01
C -0.66306 -0.00075 -1.28310 -0.188 0.063 0.071 -0.19
C -1.60608 -1.05293 -1.40526 0.502 0.135 0.495 0.01
C -2.96225 -0.76071 -1.48057 0.110 -0.280 -0.257 -0.04
C -3.39126 0.56614 -1.47973 0.139 -0.248 0.273 -0.02
C -2.46919 1.60843 -1.39823 0.268 0.352 -0.232 -0.04
C -1.11702 1.34333 -1.34255 0.483 -0.465 0.288 0.01
H 3.55269 1.17513 -1.50875 0.045 -0.171 0.002 0.11
H 3.32631 -0.44203 -0.74115 -0.221 0.325 -0.157 0.11
H 3.14457 -0.25523 -2.51124 -0.239 0.265 0.259 0.12
H 1.09389 -1.34654 -1.06533 -0.232 0.454 0.214 0.17
H -1.22424 -2.07657 -1.41370 -0.347 0.208 0.042 0.13
H -3.68907 -1.56930 -1.55847 0.227 0.228 0.017 0.12
H -4.45325 0.78877 -1.51023 0.133 -0.034 -0.059 0.13
H -2.80112 2.64072 -1.40736 -0.043 -0.130 -0.010 0.12
H -0.36188 2.12629 -1.30991 -0.340 0.054 0.012 0.13
F 0.28609 -1.76675 4.16429 0.413 0.967 -0.806 0.14
C 0.94693 -0.77215 3.52180 1.007 0.142 1.104 -0.54
F 1.08684 0.26355 4.40621 -0.138 -0.951 -0.956 0.12
F 2.22432 -1.23964 3.25670 -1.146 0.429 0.226 0.10
C 0.28085 -0.35775 2.21074 -1.042 -1.916 1.143 -0.17
N 1.13692 0.32512 1.33443 0.348 1.643 -2.099 0.04
H 0.09277 -1.34827 1.74364 -0.724 0.331 0.466 0.13
H -0.66249 0.16053 2.48887 0.600 -0.297 -0.438 0.16
H 2.13065 0.32668 1.55908 -0.542 0.386 -0.119 0.11
H 0.73986 1.10572 0.76297 0.943 -0.842 1.613 0.11

***

Entry 4:
30
Properties=species:S:1:pos:R:3:forces:R:3:lowdin_charge:R:1 method="wB97M-V/def2-TZVPD" smiles="CNC(=O)[C@@H](C)NS(=O)(=O)c1ccc(F)cc1" fmax_ev_per_a=0.63 e_homo_ev=-9.55 homo_lumo_gap_ev=10.2 e_tot_ev=-33256.465
C -0.78783 2.07342 -2.45606 0.027 0.171 0.000 -0.06
N 0.27908 1.21681 -1.99429 -0.290 -0.167 -0.441 0.01
C 1.04306 1.52957 -0.93258 0.349 -0.176 -0.178 -0.48
O 0.91207 2.54269 -0.27859 0.053 0.238 0.264 0.07
C 2.13782 0.48484 -0.63432 -0.023 0.302 -0.467 -0.33
C 3.36774 1.18149 -0.07120 -0.313 -0.160 0.042 -0.04
N 1.60227 -0.46143 0.33764 -0.197 -0.571 -0.132 -0.08
S 0.65663 -1.73103 -0.18230 0.020 0.104 0.490 0.68
O 0.39208 -1.56269 -1.58661 -0.075 0.119 0.167 -0.29
O 1.24674 -2.95777 0.26689 -0.064 0.140 0.250 -0.28
C -0.83859 -1.44728 0.75281 0.449 -0.246 -0.366 -0.27
C -0.99960 -2.10429 1.95775 0.005 -0.085 0.018 -0.05
C -2.12729 -1.86165 2.72232 -0.145 0.155 -0.043 0.01
C -3.06260 -0.95510 2.24967 0.159 -0.054 -0.083 -0.26
F -4.15982 -0.71318 2.98650 0.077 -0.015 -0.054 0.07
C -2.91020 -0.29328 1.04183 -0.010 -0.069 0.146 0.02
C -1.77826 -0.54860 0.28796 -0.097 0.011 -0.018 -0.04
H -1.75576 1.57256 -2.39443 -0.025 0.019 0.008 0.08
H -0.79633 2.96086 -1.82457 -0.068 -0.048 -0.080 0.09
H -0.61115 2.36771 -3.49214 -0.077 0.029 0.032 0.08
H 0.34662 0.28270 -2.37874 0.123 0.221 0.107 0.10
H 2.38901 -0.04597 -1.56305 0.021 0.182 0.137 0.14
H 4.12745 0.45500 0.20826 0.095 -0.081 -0.016 0.08
H 3.77951 1.85432 -0.81874 0.039 0.036 -0.019 0.09
H 3.08072 1.76734 0.79832 0.025 0.064 0.044 0.09
H 2.28465 -0.77850 1.00820 0.062 -0.174 0.157 0.11
H -0.24473 -2.80705 2.27141 0.029 -0.108 0.124 0.12
H -2.28978 -2.35774 3.66583 -0.024 -0.042 0.079 0.12
H -3.66550 0.40228 0.71272 -0.073 0.057 -0.027 0.12
H -1.61800 -0.06605 -0.66048 -0.053 0.148 -0.143 0.10

***

Copy entry 2 word for word.
27
Properties=species:S:1:pos:R:3:forces:R:3:lowdin_spin:R:1 method="wB97M-V/def2-TZVPD" fmax_ev_per_a=2.87 s2=6.069 e_homo_ev="-5.28 / -7.72" homo_lumo_gap_ev="5.7 / 6.2" multiplicity=5 e_tot_ev=-69816.679
C -0.34124 -1.17906 -2.98274 2.018 -0.976 -1.219 0.26
C 0.71251 -1.90261 -3.60404 -1.123 1.247 0.449 0.04
C 0.53031 -3.29428 -3.30905 -0.191 0.662 0.314 0.37
C -0.61805 -3.42795 -2.46181 -1.008 1.409 0.309 0.04
C -1.18636 -2.13931 -2.28350 0.765 -2.326 -0.011 0.26
Co -0.59976 0.57224 0.55341 -0.452 0.183 -0.113 1.94
P -1.73160 2.09706 -0.39506 -0.929 0.976 -0.410 0.03
H -0.46608 -0.09724 -2.99417 0.006 -0.358 -0.037 0.01
H 1.52487 -1.47681 -4.20162 -0.453 -0.206 0.313 0.00
H 1.17769 -4.10270 -3.65588 -0.286 0.299 0.176 0.02
H -2.07989 -1.90126 -1.71058 0.279 -0.107 -0.117 0.01
H -0.96658 -4.36206 -2.02489 -0.006 0.362 -0.192 0.00
H -3.12896 1.91100 -0.62285 0.418 0.250 -0.083 0.00
H -1.30642 2.36102 -1.73596 -0.286 -0.003 0.428 0.01
H -1.76293 3.44469 0.07980 -0.063 -0.434 -0.251 0.00
S 0.82630 -1.05906 0.48043 0.895 -1.745 -0.650 0.12
C 0.89418 0.03843 1.78868 -0.768 0.609 0.961 0.13
N 1.36737 1.33690 1.41072 0.692 -0.962 -1.645 0.19
C 1.52226 2.32971 2.33112 -0.586 1.473 2.391 0.21
C 0.90419 2.21105 3.56424 0.771 0.350 -0.923 0.01
C 0.20710 1.03227 3.88881 -0.602 0.676 1.349 0.29
C 0.12620 -0.01257 2.97241 1.186 -0.515 -1.314 0.03
H 1.96572 1.39860 0.58081 -0.324 -0.533 0.627 0.01
H 2.06538 3.21070 1.99954 -0.120 -0.181 0.181 0.01
H 0.97275 3.03130 4.27781 0.060 -0.242 -0.207 -0.01
H -0.27624 0.94736 4.86782 0.165 0.022 -0.462 0.02
H -0.33272 -0.96741 3.18655 -0.059 0.069 0.136 0.00